No. 1
The following is a quantum chemistry calculation of a 27-piece molecular cluster, C17H74FN2O27 overall in a non-equilibrium geometry, from OMol25.

Summary:
HOMO-LUMO gap: 0.212 Eh
highest occupied orbital energy: -10.4320 eV
net charge: +1
spin multiplicity: 1

The geometry in XYZ format:
```
121
Properties=species:S:1:pos:R:3:lowdin_charge:R:1
C -3.903 -0.228 3.120 -0.1117
O -3.771 -1.485 3.873 -0.2783
C -2.622 -2.296 3.373 -0.2001
C -1.545 -2.666 4.596 -0.1576
C -0.231 -1.651 4.411 -0.1961
C 0.937 -2.556 3.695 -0.1387
C 2.086 -1.630 2.899 -0.0577
N 1.540 -0.402 2.294 0.1483
N 2.396 0.382 1.591 -0.1521
C 1.815 1.644 0.920 -0.0812
C 1.197 1.131 -0.533 -0.1229
C 0.534 2.242 -1.543 -0.0222
C -0.059 1.759 -3.007 -0.0301
C -0.044 0.171 -3.525 -0.0046
C 0.603 -0.944 -2.460 -0.1456
C 0.640 -2.574 -2.821 -0.1172
C 1.232 -0.468 -0.992 -0.0012
C 3.826 -0.012 1.455 0.0763
C 4.633 -1.288 2.077 0.1329
C 3.587 -2.268 2.948 0.0274
F 4.016 -3.523 3.603 -0.0178
H -3.914 -0.429 1.945 0.0855
H -2.994 0.483 3.414 0.1021
H -4.899 0.367 3.341 0.1102
H -3.010 -3.332 2.927 0.1323
H -2.121 -1.697 2.499 0.1149
H -2.124 -2.379 5.599 0.1044
H -1.233 -3.794 4.595 0.1140
H -0.621 -0.750 3.773 0.0942
H 0.070 -1.240 5.484 0.1259
H 1.511 -3.168 4.544 0.1357
H 0.443 -3.297 2.936 0.1264
H 0.865 1.929 1.576 0.1580
H 2.595 2.511 0.822 0.1091
H 0.458 3.378 -1.264 0.0816
H -0.515 2.606 -3.713 0.0815
H -0.464 -0.166 -4.578 0.0756
H 0.038 -2.834 -3.797 0.0881
H 0.108 -3.126 -1.914 0.0809
H 1.759 -2.947 -2.840 0.0736
H 1.681 -1.333 -0.309 0.0781
H 4.491 0.722 0.785 0.1306
H 5.775 -1.542 1.925 0.1071
O -0.431 0.589 -6.614 -0.0836
H -1.081 1.275 -6.824 0.0068
H 0.376 1.085 -6.411 0.0487
O 2.305 -4.626 -1.397 -0.0653
H 1.644 -5.261 -1.083 0.0273
H 2.647 -4.222 -0.585 0.0487
O -2.218 -3.122 7.717 -0.0686
H -2.879 -3.757 8.031 0.0518
H -1.876 -2.719 8.529 0.0032
O -3.872 -0.529 -0.426 -0.0722
H -3.232 -0.825 -1.091 0.0283
H -4.720 -0.867 -0.750 0.0126
O 7.017 -3.213 1.385 -0.0688
H 6.694 -3.682 2.170 0.0424
H 7.426 -3.909 0.849 0.0605
O -1.373 4.950 -2.741 -0.0729
H -2.034 4.315 -2.427 0.0320
H -1.031 5.353 -1.929 0.0235
O -0.287 7.296 -0.566 -0.0629
H -0.938 7.982 -0.776 0.0503
H 0.520 7.792 -0.364 0.0186
O -3.989 6.331 -1.913 -0.0678
H -3.349 6.035 -2.578 0.0001
H -4.837 5.994 -2.238 0.0415
O -3.197 3.087 -4.241 -0.0533
H -3.609 2.518 -4.908 0.0332
H -2.703 3.738 -4.762 0.0450
O -1.173 -1.103 -9.496 -0.0553
H -1.833 -1.738 -9.182 0.0492
H -0.831 -0.699 -8.684 0.0048
O -2.883 1.015 -7.526 -0.0747
H -2.412 0.344 -8.042 0.0151
H -3.746 1.082 -7.961 0.0468
O -3.130 0.061 -4.002 -0.0692
H -2.859 0.710 -3.335 0.0203
H -2.899 0.482 -4.844 0.0038
O -0.920 -3.382 10.598 -0.0521
H -1.250 -3.921 11.332 0.0245
H 0.044 -3.428 10.689 0.0531
O -3.237 -0.765 10.428 -0.0616
H -2.613 -1.490 10.270 -0.0032
H -2.829 -0.005 9.987 0.0408
O 3.388 4.282 -0.037 -0.0638
H 2.689 4.935 -0.190 0.0368
H 4.086 4.536 -0.660 0.0590
O 6.166 1.118 -0.918 -0.0583
H 6.637 0.447 -1.435 0.0656
H 5.303 1.186 -1.353 0.0441
O -5.173 -3.626 5.760 -0.0634
H -4.550 -4.351 5.602 0.0312
H -4.765 -2.866 5.319 0.0058
O -4.398 3.045 -8.047 -0.0557
H -4.127 3.693 -7.380 0.0469
H -4.167 3.466 -8.889 0.0611
O 4.914 -6.159 -2.606 -0.0754
H 4.771 -6.965 -3.124 0.0386
H 4.022 -5.805 -2.474 -0.0011
O 0.492 2.768 -8.091 -0.0605
H 0.080 2.199 -8.758 0.0452
H 0.986 3.419 -8.612 0.0529
O 6.625 2.831 -3.443 -0.0611
H 6.301 2.363 -2.658 -0.0163
H 7.034 2.136 -3.979 0.0429
O 3.063 7.484 -0.244 -0.0545
H 3.557 6.881 0.332 0.0365
H 3.464 7.355 -1.116 0.0432
O 5.658 8.674 -0.855 -0.0721
H 5.007 9.361 -1.066 0.0403
H 6.465 9.171 -0.653 0.0458
O -2.839 -4.523 13.090 -0.0574
H -3.141 -5.439 12.994 0.0462
H -3.655 -4.021 13.232 0.0505
O -5.662 -2.326 -2.007 -0.0559
H -5.022 -2.622 -2.672 0.0500
H -6.510 -2.663 -2.331 0.0530
O 0.343 -7.150 -0.418 -0.0572
H 0.048 -8.053 -0.610 0.0513
H -0.255 -6.853 0.283 0.0446
```



No. 2
The following is a quantum chemistry calculation of C17H7Cl44NO as an isolated structure in a non-equilibrium geometry, from OMol25.

Summary:
HOMO-LUMO gap: 0.340 Eh
highest occupied orbital energy: -9.5350 eV
net charge: 0
spin multiplicity: 1

The geometry in XYZ format:
```
70
Properties=species:S:1:pos:R:3:lowdin_charge:R:1
C -1.658 -2.646 1.569 0.0151
C -2.740 -3.341 0.950 -0.0743
C -4.156 -3.967 0.318 -0.2212
C -4.986 -4.405 1.690 -0.1920
N -5.721 -3.097 2.053 -0.0362
C -6.035 -2.173 0.887 -0.2494
O -6.988 -1.255 0.706 -0.0199
C -4.919 -2.589 -0.240 -0.0945
H -0.980 -1.730 1.924 -0.1283
H -3.954 -4.795 -0.499 0.1443
H -4.145 -4.416 2.535 0.1286
H -5.679 -5.374 1.613 0.0723
H -4.953 -2.634 2.615 0.1231
H -5.226 -2.549 -1.372 0.1161
H -4.017 -1.813 -0.186 0.0953
C 1.812 -0.497 3.593 -1.9443
Cl 0.204 -1.124 3.150 0.6032
Cl 3.005 -1.817 3.518 0.5086
Cl 2.280 0.793 2.456 0.4917
Cl 1.757 0.161 5.248 0.5332
C 0.012 3.403 -0.007 -1.9371
Cl 1.531 3.881 0.792 0.4885
Cl -1.357 4.240 0.769 0.4830
Cl 0.081 3.850 -1.730 0.5120
Cl -0.209 1.641 0.141 0.4781
C 5.112 -4.097 0.593 -1.9869
Cl 5.590 -4.542 2.251 0.4818
Cl 3.638 -3.097 0.649 0.4904
Cl 6.427 -3.174 -0.178 0.5223
Cl 4.792 -5.575 -0.349 0.5049
C 5.112 3.503 -1.057 -1.9872
Cl 5.560 2.794 -2.629 0.5237
Cl 4.108 4.951 -1.324 0.4744
Cl 4.191 2.309 -0.107 0.4764
Cl 6.587 3.958 -0.168 0.5152
C -8.988 -6.825 2.243 -2.0026
Cl -8.164 -7.805 3.482 0.5104
Cl -10.654 -6.479 2.771 0.5148
Cl -8.107 -5.294 2.014 0.5526
Cl -9.028 -7.724 0.705 0.5079
C -2.154 -0.216 -3.148 -1.9699
Cl -1.265 1.236 -2.622 0.4637
Cl -1.481 -1.652 -2.335 0.5219
Cl -3.876 -0.045 -2.721 0.5266
Cl -1.996 -0.404 -4.913 0.4823
C 4.146 8.450 -3.214 -1.9987
Cl 3.772 9.868 -4.227 0.5211
Cl 5.096 8.966 -1.798 0.4842
Cl 2.628 7.695 -2.668 0.4993
Cl 5.087 7.273 -4.165 0.4953
C -4.554 0.800 -7.744 -2.0011
Cl -6.162 0.173 -8.188 0.5154
Cl -3.361 -0.520 -7.819 0.4879
Cl -4.085 2.090 -8.881 0.5140
Cl -4.609 1.459 -6.090 0.4932
C 8.946 8.164 -3.026 -2.0011
Cl 9.394 7.455 -4.598 0.5138
Cl 7.943 9.612 -3.293 0.4905
Cl 8.025 6.970 -2.077 0.4775
Cl 10.421 8.619 -2.137 0.5170
C 5.346 -8.461 3.724 -2.0020
Cl 7.013 -8.141 4.265 0.5116
Cl 4.201 -7.942 4.987 0.5119
Cl 5.025 -7.556 2.223 0.4587
Cl 5.144 -10.205 3.420 0.5120
C -1.554 5.131 5.131 -1.9964
Cl -1.063 3.686 6.050 0.5059
Cl -3.225 5.571 5.566 0.5127
Cl -0.463 6.484 5.523 0.5110
Cl -1.466 4.784 3.386 0.4476
```



No. 3
The following is a quantum chemistry calculation of a 2-piece molecular cluster, C17H7F17O5 overall in a non-equilibrium geometry, from OMol25.

Summary:
HOMO-LUMO gap: 0.231 Eh
highest occupied orbital energy: -7.8284 eV
net charge: 0
spin multiplicity: 1
SMILES string: C=COC(=O)OC(F)(F)C(F)(F)C(F)(F)C(F)(F)C(F)(F)C(F)(F)C(F)(F)C(F)(F)F.O=C1C=CC(=O)C=C1

The geometry in XYZ format:
```
46
Properties=species:S:1:pos:R:3:lowdin_charge:R:1
C -7.292 0.572 -6.389 -0.0476
C -6.377 -0.297 -5.677 -0.1039
O -5.458 0.170 -4.650 0.0395
C -4.724 -0.983 -4.171 -0.3587
O -5.431 -1.886 -3.645 0.1322
O -3.306 -1.083 -4.347 0.1201
C -2.621 -0.814 -3.095 -0.3012
F -3.541 -0.377 -2.100 0.1025
F -2.040 -2.020 -2.647 0.1232
C -1.591 0.383 -3.380 -0.1787
F -1.260 0.282 -4.784 0.0811
F -2.303 1.599 -3.257 0.1137
C -0.190 0.321 -2.611 -0.1917
F 0.511 -0.800 -3.103 0.1152
F 0.551 1.475 -3.070 0.0824
C -0.254 0.463 -1.016 -0.1554
F -0.845 1.764 -0.804 0.0858
F -1.182 -0.452 -0.397 0.0905
C 1.124 0.254 -0.240 -0.1705
F 1.499 -1.125 -0.470 0.0806
F 2.224 0.995 -0.801 0.0884
C 1.136 0.415 1.336 -0.1813
F 2.492 0.703 1.733 0.0836
F 0.865 -0.880 1.907 0.0881
C 0.203 1.458 2.062 -0.1683
F 0.480 1.327 3.476 0.0737
F -1.206 1.184 1.978 0.0890
C 0.431 3.013 1.740 -0.2916
F -0.835 3.666 1.618 0.0929
F 1.165 3.291 0.573 0.1125
F 1.099 3.699 2.806 0.0917
H -7.072 1.069 -7.398 0.0628
H -8.339 0.741 -5.956 0.0595
H -6.416 -1.422 -5.942 0.1463
C 4.726 -0.648 3.850 0.0233
C 3.642 -0.830 4.606 0.0250
C 3.710 -1.589 5.873 -0.3848
O 2.721 -1.757 6.562 0.1070
C 5.024 -2.136 6.270 0.0207
C 6.108 -1.954 5.514 0.0203
C 6.041 -1.195 4.247 -0.3864
O 7.030 -1.027 3.558 0.1053
H 4.695 -0.095 2.919 0.1118
H 2.672 -0.435 4.330 0.1067
H 5.056 -2.689 7.201 0.1222
H 7.078 -2.349 5.790 0.1223
```



No. 4
The following is a quantum chemistry calculation of C18H10AsCl2N4O2RuS4 as an isolated structure in a non-equilibrium geometry, from OMol25.

Summary:
HOMO-LUMO gap (alpha / beta): 0.208 / 0.212 Eh
highest occupied orbital energy (alpha / beta): -1.5540 / -1.5571 eV
net charge: -2
spin multiplicity: 2
energy above the lowest of the compared OMol25 structures with the same formula, charge and spin: 217.01 kJ/mol
⟨S²⟩: 1.15

The geometry in XYZ format:
```
42
Properties=species:S:1:pos:R:3:lowdin_charge:R:1
Ru 0.202 -0.660 0.203 0.8130
Cl -3.300 5.064 -2.314 0.6058
C -2.055 4.072 -1.629 -0.7081
C -2.393 2.842 -1.102 -0.0513
C -1.409 2.004 -0.569 -0.2201
N -1.659 0.726 -0.157 0.0262
C -2.875 0.339 0.246 -0.4829
O -3.830 1.054 0.564 0.0127
C -3.039 -1.151 0.245 -0.2028
C -4.264 -1.701 0.610 -0.0114
C -4.458 -3.062 0.472 -0.0723
C -3.423 -3.825 -0.046 -0.0661
C -2.232 -3.194 -0.367 -0.1968
N -2.031 -1.894 -0.213 0.0372
C -0.054 2.445 -0.560 -0.2200
C 0.255 3.701 -1.090 -0.0510
C -0.736 4.499 -1.625 -0.7067
Cl -0.303 6.034 -2.309 0.6048
N 0.893 1.557 -0.139 0.0266
C 2.102 1.958 0.274 -0.4826
O 2.451 3.097 0.599 0.0134
C 3.114 0.854 0.270 -0.2028
C 4.430 1.139 0.624 -0.0113
C 5.393 0.159 0.474 -0.0723
C 5.004 -1.067 -0.043 -0.0749
C 3.667 -1.268 -0.348 -0.2135
N 2.736 -0.340 -0.185 0.0389
H -3.422 2.517 -1.103 0.0985
H -5.028 -1.029 0.976 0.1069
H -5.400 -3.520 0.746 0.0959
H -3.518 -4.891 -0.187 0.0978
H -1.404 -3.771 -0.761 0.0249
H 1.278 4.042 -1.085 0.0985
H 4.652 2.129 0.994 0.1068
H 6.426 0.346 0.741 0.0965
H 5.713 -1.866 -0.198 0.0975
H 3.338 -2.221 -0.745 0.0245
S 3.029 -3.423 2.386 -0.2247
As 1.041 -3.053 1.771 -0.5650
S 0.321 -1.073 2.558 -0.0172
S 0.935 -2.931 -0.463 0.0738
S -0.153 -4.639 2.487 -0.2464
```